# 1
Entry from OMol25: a cluster of 2 separate species, C4H8OS in total (the ωB97M-V functional and the def2-TZVPD basis).

Last column: Mulliken charge in e.
Element x y z (Å)
S1 2.2337 -0.0789 0.3709  -0.1885
O1 -1.6484 -1.1412 -0.0648  -0.5240
C1 1.3479 -0.2003 -1.2158  -0.8475
C2 0.5242 -0.1634 -0.0121  0.4771
C3 -0.3709 -1.2285 0.5311  -0.4746
C4 -0.5047 1.8172 0.3379  -0.8470
H1 1.4769 -1.1404 -1.7402  0.2920
H2 1.4158 0.6789 -1.8376  0.2725
H3 -0.7711 2.0523 -0.6727  0.3014
H4 -2.3310 -1.1718 0.6139  0.3192
H5 0.2999 2.3743 0.7748  0.3200
H6 -1.3105 1.5447 0.9901  0.2841
H7 -0.4211 -1.1228 1.6223  0.2993
H8 0.0592 -2.2201 0.3023  0.3160

Its energy above the lowest of the compared OMol25 structures with the same formula, charge and spin is 319.28 kJ/mol. The LUMO energy is 0.7068 eV. The value obtained for the HOMO energy is -8.17 eV. The calculation puts the gap between HOMO and LUMO at 8.9 eV.



# 2
Entry from OMol25: an isolated molecule of C4H8OS (the ωB97M-V functional and the def2-TZVPD basis).

Last column: Mulliken charge in e.
Element x y z (Å)
S1 0.4259 -1.3736 -0.8238  -0.0577
O1 -1.5087 -0.0289 1.2969  -0.4590
C1 0.6206 -2.1241 0.5582  -0.6435
C2 0.3494 1.2262 -1.4592  -1.0333
C3 -0.3404 0.6877 0.9259  -0.6359
C4 0.1474 0.2270 -0.4037  0.2596
H1 1.3545 1.5831 -1.4547  0.2654
H2 -0.8656 1.7058 0.8065  0.3272
H3 -1.7238 -0.4008 0.4201  0.3663
H4 -0.3564 1.9869 -1.1484  0.2755
H5 -0.0425 0.6948 -2.3646  0.3592
H6 0.4578 0.6065 1.6263  0.3455
H7 0.6103 -1.6399 1.5036  0.2978
H8 0.8715 -3.1505 0.5170  0.3332

Its energy above the lowest of the compared OMol25 structures with the same formula, charge and spin is 112.07 kJ/mol. The LUMO energy (alpha / beta) is 0.8670 / -0.6383 eV. The value obtained for the HOMO energy (alpha / beta) is -6.07 / -10.20 eV. Its expectation value of S² is 2.008. The calculation puts the gap between HOMO and LUMO (alpha / beta) at 6.9 / 9.6 eV. Its multiplicity is 3.



# 3
Entry from OMol25: an isolated molecule of C4H8OS2 (the ωB97M-V functional and the def2-TZVPD basis).

Last column: Mulliken charge in e.
Element x y z (Å)
S1 0.0623 1.9390 0.2889  -0.1030
S2 -0.0501 1.6138 -1.7376  -0.0811
O1 2.5816 -2.0098 1.6611  -0.4208
C1 -1.6398 0.9401 -2.3921  -0.7140
C2 0.8806 -0.7383 0.6171  -0.3807
C3 1.4459 -1.7304 1.6760  -0.1637
C4 0.1233 0.4589 1.2183  -0.6149
H1 0.1881 -1.3346 -0.0037  0.2737
H2 0.6941 -2.2777 2.2024  0.3630
H3 -1.5725 1.3351 -3.4173  0.2668
H4 -1.6411 -0.0834 -2.3516  0.2749
H5 0.4603 0.6605 2.3365  0.3393
H6 -0.8630 0.1701 1.3754  0.3597
H7 -2.4447 1.3345 -1.7205  0.2595
H8 1.7748 -0.2779 0.2472  0.3413

The SMILES is CSSCCC=O. Its energy above the lowest of the compared OMol25 structures with the same formula, charge and spin is 145.12 kJ/mol. The LUMO energy is 0.6585 eV. The value obtained for the HOMO energy is -8.66 eV. The calculation puts the gap between HOMO and LUMO at 9.3 eV.



# 4
Entry from OMol25: an isolated molecule of C4H8OS3 (the ωB97M-V functional and the def2-TZVPD basis).

Last column: Mulliken charge in e.
Element x y z (Å)
S1 -2.8624 0.1304 -0.1673  -0.2381
S2 2.1664 -1.2036 -0.2599  -0.1014
S3 1.6904 1.6888 -0.1449  -0.2244
O1 -0.5514 -1.5269 -0.1941  -0.6187
C1 1.1466 0.1636 -0.1108  -0.0394
C2 -0.3617 -0.1207 0.2724  0.5842
C3 -1.3185 0.6458 -0.6262  -1.0188
C4 -0.3873 0.0775 1.7343  -0.8605
H1 -3.1341 -0.6188 -1.3821  0.1523
H2 -1.3442 -1.9116 0.3787  0.3879
H3 -1.3427 0.0181 2.3496  0.3115
H4 1.3150 -2.1118 0.0878  0.1651
H5 0.2711 0.9635 2.0060  0.3089
H6 -1.1001 1.6487 -0.5783  0.4278
H7 0.5310 -0.7231 1.8472  0.2671
H8 -1.1704 0.5038 -1.6206  0.4965

The SMILES is C[C@@](O)(CS)C(=S)S. Its energy above the lowest of the compared OMol25 structures with the same formula, charge and spin is 247.85 kJ/mol. The LUMO energy is -0.2835 eV. The value obtained for the HOMO energy is -8.74 eV. The calculation puts the gap between HOMO and LUMO at 8.5 eV.



# 5
Entry from OMol25: an isolated molecule of C4H8OS4 (the ωB97M-V functional and the def2-TZVPD basis).

Last column: Mulliken charge in e.
Element x y z (Å)
S1 0.2260 0.9695 0.8284  -0.0684
S2 -2.4924 1.9574 -0.0953  -0.2131
S3 -0.7636 -2.0520 0.5888  -0.1899
S4 -3.4925 -1.1816 -0.3337  -0.1688
O1 2.8515 -0.4544 0.9561  -0.4921
C1 -1.8744 -0.7630 0.1894  0.1371
C2 1.1982 0.3895 -0.6302  -0.6315
C3 2.6623 0.2700 -0.2276  -0.4754
C4 -1.4079 0.6306 0.3064  0.0507
H1 3.0844 1.2608 -0.0428  0.3201
H2 3.2136 -0.1933 -1.0626  0.2913
H3 -4.0699 -0.0427 0.0344  0.0899
H4 1.0690 1.1086 -1.4375  0.3498
H5 -1.6055 2.9112 0.1528  0.1601
H6 2.3138 -1.2563 0.9299  0.3095
H7 0.7934 -0.5760 -0.9296  0.3965
H8 -1.7060 -2.9783 0.7732  0.1339

The LUMO energy (alpha / beta) is 0.5218 / -1.7148 eV. The value obtained for the HOMO energy (alpha / beta) is -5.54 / -8.95 eV. Its expectation value of S² is 2.010. The calculation puts the gap between HOMO and LUMO (alpha / beta) at 6.1 / 7.2 eV. Its multiplicity is 3.



# 6
Entry from OMol25: a cluster of 2 separate species, C4H8OSSi in total (the ωB97M-V functional and the def2-TZVPD basis).

Last column: Mulliken charge in e.
Element x y z (Å)
S1 1.0613 -2.5887 -0.1820  0.2046
Si1 0.0170 -1.0856 -1.0998  0.4455
O1 0.2463 -3.8199 -0.0498  -0.5238
C1 -0.4562 0.8189 1.9225  -0.1297
C2 0.7873 1.5818 -2.0633  -0.5397
C3 1.0804 0.5034 -1.2315  -0.4914
C4 -1.3826 -0.1187 2.0418  -0.2288
H1 -1.7264 -0.6237 2.9664  0.2550
H2 1.9227 0.6805 -0.6523  0.4551
H3 -0.0607 1.4524 2.7626  0.2341
H4 -1.6192 -0.5740 1.0173  -0.0588
H5 -1.1753 -1.3402 -1.8642  -0.0941
H6 -0.0229 1.0167 0.8796  -0.0342
H7 1.4462 2.4175 -1.7875  0.2272
H8 -0.1181 1.6794 -2.6600  0.2789

Its energy above the lowest of the compared OMol25 structures with the same formula, charge and spin is 478.15 kJ/mol. The LUMO energy (alpha / beta) is -0.9892 / -0.9889 eV. The value obtained for the HOMO energy (alpha / beta) is -8.06 / -8.07 eV. The calculation puts the gap between HOMO and LUMO (alpha / beta) at 7.1 / 7.1 eV.



# 7
Entry from OMol25: an isolated molecule of C4H8S (the ωB97M-V functional and the def2-TZVPD basis).

Last column: Mulliken charge in e.
Element x y z (Å)
S1 -1.9972 -1.9775 1.7804  -0.1887
C1 -0.0050 0.9298 -1.1506  -0.7876
C2 -1.0113 -1.1045 0.6541  -0.3106
C3 0.3949 -0.6943 0.6182  -0.6541
C4 0.5430 0.7428 0.2912  -0.3724
H1 1.0676 -0.9730 -0.1740  0.2925
H2 0.9989 -1.0486 1.3989  0.4659
H3 1.7632 0.7022 0.2563  0.2665
H4 -1.1899 1.4640 -1.0977  0.2333
H5 0.2679 -0.2002 -1.7494  0.2419
H6 0.8399 1.8098 -1.3647  0.2704
H7 -1.6201 -1.1204 -0.3762  0.2040
H8 -0.0518 1.4698 0.9135  0.3389

The SMILES is CCCC=S. Its energy above the lowest of the compared OMol25 structures with the same formula, charge and spin is 378.77 kJ/mol. The LUMO energy is -0.6295 eV. The value obtained for the HOMO energy is -8.64 eV. The calculation puts the gap between HOMO and LUMO at 8.0 eV.



# 8
Entry from OMol25: an isolated molecule of C4H8S (the ωB97M-V functional and the def2-TZVPD basis).

Last column: Mulliken charge in e.
Element x y z (Å)
S1 -1.4150 -1.1610 0.5115  -0.2291
C1 -0.2333 0.2938 0.7989  -1.2598
C2 1.7329 -0.3279 -0.5011  -0.8418
C3 0.7055 1.8406 -1.1210  -0.7433
C4 0.7470 0.8233 -0.2137  0.6902
H1 1.4961 1.8759 -1.8106  0.2724
H2 -1.0321 0.8859 1.0839  0.4422
H3 -1.3052 -0.7543 -0.9662  0.1732
H4 1.7972 -0.6144 0.7506  0.2285
H5 1.0883 -1.2549 -0.5215  0.2870
H6 -0.0963 2.6564 -1.2673  0.2364
H7 2.8067 -0.1055 -0.9523  0.3088
H8 0.1730 0.1076 1.7210  0.4354

The SMILES is C=C(C)CS. Its energy above the lowest of the compared OMol25 structures with the same formula, charge and spin is 295.39 kJ/mol. The LUMO energy is 0.6439 eV. The value obtained for the HOMO energy is -9.03 eV. The calculation puts the gap between HOMO and LUMO at 9.7 eV.